# 1
62
Properties=species:S:1:pos:R:3:forces:R:3:mulliken_spin:R:1 method="wB97M-V/def2-TZVPD" e_tot_ha=-5054.12713 gap_ev="5.97 / 6.38" total_charge=-2 e_homo_ev="-1.6 / -2.8" spin_multiplicity=2 de_lowest_kcal_mol=6.60 molar_mass_g_mol=839.485
Tl -0.69103 -0.53896 -0.73569 0.00 0.05 0.14 0.19
S -0.27070 -0.85021 2.17490 0.02 0.04 -0.05 0.00
C 0.69779 -2.22102 1.81015 -0.20 -0.16 0.00 0.01
S 0.95572 -2.71064 0.16994 0.06 0.02 -0.06 0.12
C 1.20814 -3.01688 2.84374 0.10 0.03 0.04 -0.01
C 1.93995 -4.21254 2.59596 -0.07 0.01 -0.07 0.00
N 2.50289 -5.20755 2.42778 0.04 0.00 0.05 0.00
C 0.95318 -2.73042 4.21441 0.07 0.04 -0.01 0.01
N 0.77493 -2.54975 5.34149 -0.04 -0.03 0.01 0.00
C -1.94486 -4.29867 2.27006 -0.01 -0.06 0.04 0.00
N -2.77079 -3.31873 1.59319 0.10 0.03 -0.07 0.00
C -2.87617 -3.21557 0.25538 -0.02 -0.12 0.07 0.00
S -3.87645 -2.04141 -0.43001 0.04 0.09 -0.02 0.01
N -2.17701 -4.12910 -0.45673 0.01 0.03 -0.05 0.00
C -2.06422 -4.06138 -1.90376 0.00 0.03 0.06 0.01
H -2.02432 -4.13077 3.34126 0.02 0.02 0.00 0.00
H -0.88864 -4.22574 2.00497 0.00 0.02 -0.02 0.00
H -2.29990 -5.30736 2.04455 -0.01 0.01 0.00 0.00
H -3.01123 -2.47830 2.09326 -0.04 0.00 -0.01 0.00
H -1.32787 -4.44600 -0.00250 -0.03 0.00 0.01 0.00
H -2.99640 -3.68757 -2.31579 -0.01 -0.01 -0.01 0.00
H -1.86155 -5.05962 -2.29205 0.02 0.00 0.02 0.00
H -1.25543 -3.38984 -2.20329 -0.02 0.02 -0.03 0.00
F 0.41802 1.60422 -2.80244 -0.01 0.00 0.03 -0.02
B 0.30292 0.97013 -4.07538 0.05 -0.01 -0.04 0.01
F -0.69172 1.61014 -4.82420 0.00 0.04 -0.01 0.00
F 1.53886 1.04993 -4.73804 -0.04 0.01 0.01 0.00
F -0.04500 -0.37620 -3.85679 -0.02 -0.10 0.01 0.00
C 1.24632 6.05503 0.22005 -0.02 -0.02 0.02 0.02
C 0.27852 5.76815 1.17358 0.03 0.03 -0.01 -0.01
C -0.54801 4.66384 1.01529 -0.02 -0.01 -0.01 0.01
C -0.42341 3.82666 -0.09526 -0.06 0.00 0.02 0.08
C 0.55970 4.12080 -1.04297 -0.01 -0.02 -0.05 0.01
C 1.38216 5.22868 -0.88739 0.00 0.01 0.01 -0.01
Ge -1.59681 2.26334 -0.30507 0.04 -0.12 0.03 0.39
C -2.73522 2.45357 -1.88036 0.02 0.04 0.01 0.08
C -3.59111 1.40871 -2.23152 0.02 0.05 0.00 0.01
C -4.36882 1.48518 -3.37731 -0.01 -0.02 0.01 -0.01
C -4.29336 2.60415 -4.19448 0.00 0.01 -0.02 0.02
C -3.43768 3.64381 -3.86216 0.00 0.00 -0.02 -0.01
C -2.66377 3.56745 -2.71344 0.00 -0.01 0.03 0.00
C -2.73988 2.14241 1.29287 0.00 0.00 -0.05 0.05
C -4.12808 2.25827 1.21225 0.02 0.01 -0.01 0.02
C -4.92354 2.09733 2.33871 -0.02 0.00 0.02 -0.01
C -4.34348 1.81241 3.56738 0.01 0.00 -0.02 0.02
C -2.96371 1.69048 3.66359 -0.01 0.00 0.02 -0.02
C -2.17266 1.85312 2.53567 0.02 0.03 -0.03 0.02
H 1.89521 6.91453 0.34233 0.00 0.01 0.00 0.00
H 0.16572 6.40462 2.04385 0.00 0.00 0.00 0.00
H -1.30334 4.45629 1.76477 0.00 -0.02 0.01 0.00
H 0.68243 3.47164 -1.90193 0.01 0.02 0.01 0.00
H 2.13792 5.44004 -1.63452 0.00 0.00 0.00 0.00
H -3.63685 0.51528 -1.61697 -0.01 0.00 -0.01 0.01
H -5.01553 0.65727 -3.64236 0.00 0.00 0.00 0.00
H -4.88199 2.65412 -5.10301 0.00 0.00 0.00 0.00
H -3.35098 4.50490 -4.51409 -0.01 0.01 0.00 0.00
H -1.98233 4.37542 -2.47328 0.01 0.01 -0.01 0.00
H -4.59383 2.47098 0.25676 -0.01 -0.02 -0.02 0.00
H -6.00077 2.18285 2.25370 0.00 0.00 0.00 0.00
H -4.96452 1.67125 4.44416 -0.01 0.00 0.00 0.00
H -2.50066 1.44250 4.61072 0.01 0.00 0.00 0.00
H -1.09928 1.72711 2.62144 0.00 0.01 0.01 0.00


# 2
61
Properties=species:S:1:pos:R:3:forces:R:3:mulliken_spin:R:1 method="wB97M-V/def2-TZVPD" e_tot_ha=-4528.55673 gap_ev="5.58 / 5.87" total_charge=-2 e_homo_ev="-1.3 / -1.6" spin_multiplicity=5 de_lowest_kcal_mol=8.33 molar_mass_g_mol=640.344
Fe 0.44024 0.12142 0.12460 -0.20 0.18 -0.37 3.71
C 0.53970 2.31544 -1.67335 -0.10 -0.06 -0.03 0.05
C -0.18052 2.65624 -0.51050 -0.08 0.01 0.12 -0.03
C 0.65636 2.43668 0.61192 0.18 0.12 0.00 0.04
C 1.92393 1.99140 0.11891 -0.03 0.07 0.07 0.08
C 1.83092 1.89967 -1.28679 0.04 -0.03 -0.02 -0.02
C 2.88660 1.39640 -2.22394 0.02 0.05 -0.01 0.00
C 3.18440 1.94995 0.93197 -0.03 0.00 -0.04 0.02
C 0.40579 2.87811 2.02665 -0.03 -0.09 -0.04 0.01
C -1.57443 3.20753 -0.44989 0.05 0.00 -0.02 0.00
C 0.02166 2.31331 -3.08169 0.00 0.00 0.05 -0.01
H 3.41789 2.21557 -2.72704 0.01 -0.01 0.00 0.00
H 2.45287 0.75602 -2.99592 0.00 0.00 0.02 0.00
H 3.62604 0.79176 -1.69620 -0.01 0.01 0.00 0.00
H 4.00483 1.49686 0.37299 -0.02 -0.04 0.02 0.00
H 3.06288 1.39853 1.86049 0.01 0.01 0.04 0.00
H 3.49274 2.96997 1.20158 0.02 0.00 -0.04 0.00
H 0.97169 3.79098 2.25954 -0.02 0.00 0.01 0.00
H 0.70019 2.10711 2.74014 0.01 0.02 0.01 0.00
H -0.65200 3.09611 2.19247 0.01 -0.02 0.00 0.00
H -2.08758 2.88146 0.45746 -0.01 0.03 -0.01 0.00
H -2.18032 2.88194 -1.29969 0.00 0.00 0.01 0.00
H -1.58168 4.30530 -0.44780 0.00 0.00 -0.01 0.00
H 0.43848 3.13629 -3.67559 0.00 0.00 -0.01 0.00
H -1.06647 2.41293 -3.11018 0.01 -0.01 -0.01 0.00
H 0.27342 1.38531 -3.60373 0.01 0.02 -0.02 0.00
O -0.71594 -2.25527 0.66303 -0.07 -0.08 0.11 0.01
S -1.16395 -1.70472 1.93327 0.03 -0.07 -0.27 -0.02
O -2.52372 -2.05485 2.30241 -0.02 0.15 0.09 0.00
O -0.88975 -0.25849 2.00738 0.14 -0.24 0.05 0.02
C -0.13273 -2.55630 3.14863 -0.07 -0.05 0.07 0.01
C -0.78985 -3.51295 3.91638 0.02 0.02 -0.07 0.00
C -0.09197 -4.34514 4.77826 -0.03 -0.03 0.02 0.00
C 1.28432 -4.23486 4.87449 0.04 -0.01 0.01 0.00
C 1.94790 -3.27389 4.12744 -0.05 0.06 0.00 0.00
C 1.25319 -2.42168 3.27628 0.02 -0.07 -0.01 0.00
S 2.22552 -1.10681 2.53272 0.01 0.23 -0.07 0.01
O 1.88637 -1.09033 1.09534 0.09 0.07 0.38 0.03
O 3.61122 -1.46722 2.76097 0.00 -0.18 -0.06 0.00
O 1.78851 0.06764 3.26168 0.04 0.02 -0.03 0.00
H -1.86168 -3.59462 3.80334 0.00 -0.01 0.01 0.00
H -0.62666 -5.08567 5.36253 0.00 0.01 0.00 0.00
H 1.84469 -4.88809 5.53383 0.00 0.00 0.00 0.00
H 3.01977 -3.14843 4.19243 0.00 -0.01 0.01 0.00
Cl 1.46290 -2.03426 -4.44272 -0.03 0.01 0.01 0.00
C -0.09004 -1.50432 -3.84310 0.03 0.00 -0.02 0.01
C -1.19366 -1.59142 -4.69131 -0.01 0.01 0.01 0.00
C -2.43444 -1.18636 -4.28021 0.00 0.00 -0.02 0.00
Cl -3.79799 -1.33170 -5.38118 0.02 0.00 0.02 0.00
C -2.62595 -0.66927 -2.97762 -0.04 0.00 0.00 0.00
C -3.86658 -0.26640 -2.43505 0.01 -0.01 -0.02 0.00
C -3.92603 0.18751 -1.14824 0.01 0.00 0.00 0.00
C -2.74219 0.27802 -0.39394 -0.01 -0.01 0.00 0.03
N -1.57785 -0.06120 -0.88515 -0.02 -0.03 -0.06 -0.01
C -1.49765 -0.56085 -2.13728 -0.01 0.02 0.04 0.01
C -0.16134 -0.99199 -2.53323 0.01 -0.08 -0.04 -0.02
O 0.80883 -0.89358 -1.73787 0.05 0.02 0.06 0.04
H -1.05830 -1.98913 -5.68866 0.00 0.00 0.00 0.00
H -4.75841 -0.33994 -3.04394 0.00 0.00 0.00 0.00
H -4.86831 0.47708 -0.70163 0.00 0.00 0.01 0.00
H -2.74586 0.61717 0.63428 -0.01 0.00 -0.01 0.00


# 3
64
Properties=species:S:1:pos:R:3:forces:R:3:nbo_charge:R:1 method="wB97M-V/def2-TZVPD" e_tot_ha=-4609.86082 gap_ev=7.64 total_charge=+1 e_homo_ev=-10.7 spin_multiplicity=1 molar_mass_g_mol=776.704
Zr -0.00908 0.38593 0.34601 -0.45 0.64 0.54 2.25
C -0.61410 -1.06574 3.82007 -0.08 -0.11 0.05 -0.53
C -2.13387 -1.02591 3.71835 0.03 0.07 0.26 -0.56
S -2.71631 -0.89944 2.01804 0.24 -0.16 -0.18 0.29
C -3.94536 0.40058 2.08944 -0.17 0.21 0.00 -0.55
C -3.43948 1.79199 2.45760 -0.15 -0.08 0.16 -0.55
S -1.97777 2.36435 1.55830 0.23 -0.17 -0.34 0.30
C -0.92141 2.88446 2.92472 0.05 0.07 0.19 -0.54
C -0.49435 1.79046 3.89814 -0.09 0.09 0.12 -0.54
S 0.29602 0.34376 3.14395 0.18 0.03 -0.21 0.30
H -0.31428 -1.18856 4.86125 -0.02 0.03 0.01 0.25
H -0.21315 -1.91945 3.26949 0.00 0.02 -0.04 0.26
H -2.52073 -1.94093 4.16814 -0.01 -0.01 -0.04 0.25
H -2.54238 -0.20214 4.30405 -0.02 0.00 -0.04 0.22
H -4.40024 0.40306 1.09741 0.10 -0.02 -0.04 0.25
H -4.73995 0.12702 2.78572 0.01 -0.03 0.00 0.24
H -4.23632 2.51401 2.27822 0.00 0.00 0.00 0.25
H -3.21536 1.83488 3.52330 0.04 0.03 -0.02 0.22
H -0.06596 3.36508 2.45622 0.00 -0.06 -0.06 0.27
H -1.44870 3.65802 3.48584 -0.03 -0.01 -0.02 0.24
H 0.21955 2.21401 4.60490 0.02 0.01 -0.03 0.26
H -1.33908 1.43905 4.48866 0.00 -0.02 -0.03 0.22
Cl 4.84943 5.20182 0.64466 0.00 0.02 0.00 0.08
C 4.03397 3.69357 0.57788 0.02 0.01 0.00 -0.09
C 4.75867 2.50718 0.50151 0.00 -0.09 -0.01 -0.09
Cl 6.47469 2.53380 0.44978 0.00 0.03 0.00 0.07
C 4.09106 1.27634 0.46304 -0.02 0.11 0.00 -0.13
Cl 4.93530 -0.21750 0.30775 0.00 0.01 0.01 0.05
C 2.70985 1.24845 0.51949 0.10 -0.36 -0.08 0.29
O 1.98519 0.10244 0.49662 -0.16 0.33 0.02 -0.84
C 1.98636 2.44423 0.53911 -0.28 -0.07 -0.05 0.21
O 0.64009 2.29252 0.48869 0.41 0.08 0.17 -0.86
C 2.63440 3.66179 0.58710 0.06 0.01 -0.02 -0.09
Cl 1.68812 5.09823 0.64422 0.01 -0.02 0.00 0.05
N 4.38177 -0.60880 -3.42586 -0.08 0.00 0.05 -0.81
C 3.39073 -0.28781 -4.28968 0.02 -0.04 -0.15 0.65
O 3.44043 -0.50205 -5.48276 0.02 0.03 0.05 -0.58
C 2.16223 0.35619 -3.70112 0.06 -0.06 0.09 -0.16
C 1.35604 1.13028 -4.52229 -0.05 0.03 -0.04 -0.07
C 0.22129 1.72438 -3.99195 0.11 0.06 0.04 -0.24
C -0.07131 1.51261 -2.65996 -0.08 -0.11 -0.07 0.09
N 0.67439 0.72414 -1.87712 -0.04 -0.02 0.02 -0.56
C 1.77764 0.16427 -2.38717 -0.04 0.04 0.05 0.08
H 5.21649 -1.02186 -3.80711 0.00 0.01 -0.02 0.42
H 4.39443 -0.30528 -2.46725 0.04 0.00 0.00 0.40
H 1.63339 1.25369 -5.56112 0.01 -0.01 0.00 0.26
H -0.42042 2.35407 -4.59081 0.01 0.00 -0.01 0.24
H -0.94005 1.97246 -2.20344 -0.02 -0.01 0.01 0.22
H 2.34141 -0.45761 -1.70297 0.01 -0.02 -0.02 0.24
O -0.83529 -4.36722 0.52556 -0.04 -0.04 -0.04 -0.65
C -1.53261 -4.18815 -0.61847 0.14 -0.03 0.10 0.45
C -2.08142 -5.27054 -1.30253 -0.02 0.06 0.00 -0.32
C -2.81009 -5.06794 -2.45671 -0.04 -0.03 -0.05 -0.12
C -3.02012 -3.78397 -2.95791 0.03 -0.06 0.06 -0.25
C -2.48052 -2.71383 -2.28322 0.00 0.03 0.03 -0.11
C -1.72018 -2.89141 -1.11658 -0.16 0.00 -0.14 -0.30
C -1.15015 -1.70320 -0.49574 0.03 -0.27 0.04 0.80
O -0.21314 -1.75784 0.37960 0.02 -0.13 -0.30 -0.74
O -1.56446 -0.53410 -0.84176 0.01 -0.09 -0.04 -0.77
H -0.79102 -5.31125 0.72138 0.01 0.04 0.01 0.49
H -1.93275 -6.27212 -0.91601 0.00 0.00 0.00 0.22
H -3.22417 -5.92397 -2.97389 0.00 0.01 0.00 0.23
H -3.59317 -3.63355 -3.86126 0.00 0.00 0.00 0.23
H -2.62423 -1.70694 -2.64955 0.01 0.01 0.01 0.23


# 4
58
Properties=species:S:1:pos:R:3:forces:R:3:mulliken_spin:R:1 method="wB97M-V/def2-TZVPD" e_tot_ha=-4773.68708 gap_ev="7.37 / 6.71" total_charge=+1 e_homo_ev="-10.5 / -9.8" spin_multiplicity=2 de_lowest_kcal_mol=18.83 molar_mass_g_mol=625.756
V 0.48305 -0.13175 -0.33271 0.03 0.29 0.40 1.02
C 0.09711 4.63855 1.78435 0.02 -0.01 0.04 0.00
C 0.63373 3.20146 1.80213 0.00 0.02 -0.03 -0.01
C 2.10031 3.16492 1.38707 -0.02 -0.01 0.00 0.00
C -0.27383 2.34485 0.94701 -0.03 -0.08 0.11 -0.07
C -1.38627 1.72765 1.51502 0.05 0.04 -0.04 0.05
C -2.31865 1.04527 0.74243 0.00 0.00 -0.06 -0.03
C -2.18733 0.96306 -0.64170 -0.03 -0.02 0.04 -0.03
C -3.22717 0.30151 -1.50195 0.00 0.00 0.01 0.00
C -1.07677 1.57941 -1.22696 0.16 -0.21 -0.05 0.01
C -0.12263 2.24588 -0.44458 0.24 -0.11 -0.15 0.08
H 0.69763 5.27221 2.43698 0.00 0.01 0.00 0.00
H -0.93926 4.68489 2.12028 -0.01 0.00 0.00 0.00
H 0.14470 5.05253 0.77518 0.00 0.00 -0.02 0.00
H 0.56069 2.82115 2.82508 -0.01 -0.01 0.00 0.00
H 2.25057 3.59011 0.39259 0.00 0.00 -0.01 0.00
H 2.48924 2.14828 1.39097 0.01 0.00 0.00 0.00
H 2.69381 3.75757 2.08303 0.00 0.01 0.00 0.00
H -1.52597 1.78881 2.58784 0.01 0.00 0.01 0.00
H -3.17703 0.58547 1.21979 0.00 0.00 0.00 0.00
H -2.77166 -0.37947 -2.22432 0.00 0.00 0.01 0.00
H -3.77756 1.05162 -2.07194 0.00 0.01 0.00 0.00
H -3.94475 -0.25325 -0.89957 0.00 0.00 0.00 0.00
H -0.97060 1.57345 -2.30440 -0.06 0.04 0.00 0.00
H 0.70785 2.73439 -0.93728 -0.04 0.07 0.01 0.00
C -2.50884 -1.75631 3.42077 0.03 -0.03 0.08 0.00
N -2.50772 -2.13240 2.01653 0.03 -0.01 -0.15 0.00
C -3.58908 -2.62889 1.31367 -0.01 -0.04 -0.04 0.00
C -3.18912 -2.82913 0.05008 -0.15 0.00 -0.01 0.00
N -1.85024 -2.44596 -0.03152 -0.08 -0.04 0.07 0.00
C -1.44063 -2.01118 1.20446 -0.01 0.11 0.15 0.01
S 0.03897 -1.35221 1.70386 0.18 -0.10 -0.03 0.00
C -1.01771 -2.75933 -1.13561 0.01 -0.02 -0.12 0.00
C -1.40362 -3.76193 -2.01371 0.24 -0.10 -0.07 0.00
C -0.54836 -4.08785 -3.05555 0.06 0.11 0.07 0.00
C 0.67988 -3.44651 -3.15520 -0.15 -0.18 0.16 0.00
C 0.97361 -2.46765 -2.23023 0.05 0.08 -0.27 0.02
N 0.11581 -2.07385 -1.28056 -0.17 0.28 -0.01 -0.01
H -3.53802 -1.70812 3.76512 0.00 -0.01 -0.01 0.00
H -2.02721 -0.78736 3.53302 -0.01 0.00 0.00 0.00
H -1.95777 -2.49086 4.00520 0.00 0.02 0.02 0.00
H -4.54627 -2.78263 1.77808 -0.02 -0.01 -0.01 0.00
H -3.74575 -3.16972 -0.80177 0.00 0.00 -0.01 0.00
H -2.32245 -4.30928 -1.87644 0.00 0.00 0.04 0.00
H -0.82950 -4.85936 -3.75889 0.00 -0.01 -0.01 0.00
H 1.39531 -3.69930 -3.92304 0.01 -0.01 0.00 0.00
H 1.91273 -1.93376 -2.25947 0.01 -0.02 -0.02 -0.01
Cl 3.27236 -0.54845 2.17707 0.07 -0.03 0.06 0.00
C 3.67131 -0.09063 0.55069 -0.19 0.05 0.04 0.02
C 2.62868 0.08659 -0.35065 -0.38 -0.09 -0.12 0.01
C 3.01334 0.48645 -1.61202 -0.12 0.00 -0.10 -0.04
Cl 1.65793 0.69001 -2.73929 0.16 0.00 -0.01 0.00
C 4.31113 0.72106 -2.03636 0.09 -0.02 0.15 -0.02
Cl 4.66203 1.22042 -3.63724 -0.02 0.01 -0.04 0.00
C 5.32233 0.53833 -1.09185 -0.03 0.01 -0.02 0.02
Cl 6.95343 0.82262 -1.53069 0.04 0.00 -0.01 0.00
C 5.00282 0.13198 0.21018 -0.01 0.03 -0.07 -0.01
Cl 6.25141 -0.07339 1.36698 0.03 -0.01 0.02 0.00